ORCA calculation (ωB97M-V/def2-TZVPD) on an isolated molecule of C25H25N3O5S in a non-equilibrium geometry.

- HOMO level (eV) = -8.56
- HOMO-LUMO gap (eV) = 7.9
- LUMO level (eV) = -0.68
- M (g mol⁻¹) = 479.56
- relative energy (zero: lowest compared OMol25 entry of this formula, charge and spin) (kJ/mol) = 0.0
- strongest force on any atom (eV/Å) = 1.1

The geometry in ORCA input format:
```
! RIJCOSX wB97M-V def2-TZVPD def2/J DEFGRID3
* xyz 0 1
C -1.3116 -6.1247 0.1634
C -0.7023 -5.0235 1.0196
O -0.6338 -3.7928 0.3056
C -1.7197 -3.0031 0.3337
O -2.7207 -3.2559 0.9666
C -1.5046 -1.8174 -0.4755
S 0.0590 -1.5226 -1.1923
C -0.6278 -0.0819 -1.8719
N 0.1149 0.7459 -2.6656
C 1.4200 0.4621 -2.9813
O 1.9445 -0.5495 -2.5727
C 2.1052 1.4968 -3.8437
C 2.0098 2.8987 -3.2323
C 2.4912 2.8914 -1.7810
C 1.9956 4.0963 -0.9863
C 2.1789 3.8874 0.5176
N 1.4434 2.7177 0.9882
C 2.1723 1.5636 1.2507
O 3.3794 1.5479 1.1224
C 1.4030 0.3940 1.7028
C 2.0503 -0.8001 1.9445
C 1.3430 -1.9000 2.4379
C 0.0001 -1.8043 2.6949
C -0.7028 -0.6106 2.4313
C -2.0876 -0.4758 2.6591
C -2.7306 0.7024 2.3803
C -2.0245 1.7924 1.8648
C -0.6664 1.7012 1.6407
C 0.0146 0.4997 1.9199
C 0.0714 2.8627 1.1221
O -0.4676 3.9129 0.8327
N -1.8718 0.1495 -1.5940
C -2.3947 -0.8217 -0.8096
C -3.8313 -0.7541 -0.4393
H -0.7475 -6.2362 -0.7593
H -1.2943 -7.0643 0.7084
H -2.3420 -5.8766 -0.0801
H -1.3006 -4.8777 1.9255
H 0.3307 -5.2576 1.2855
H -0.3483 1.5754 -3.0089
H 1.6521 1.4838 -4.8379
H 3.1495 1.1970 -3.9377
H 2.6072 3.5916 -3.8267
H 0.9766 3.2534 -3.2678
H 3.5804 2.8447 -1.7456
H 2.1209 1.9834 -1.3009
H 2.5343 4.9976 -1.2815
H 0.9336 4.2597 -1.1803
H 1.8019 4.7586 1.0579
H 3.2300 3.7207 0.7578
H 3.1111 -0.8627 1.7552
H 1.8683 -2.8238 2.6268
H -0.5448 -2.6428 3.1034
H -2.6352 -1.3235 3.0429
H -3.7912 0.7950 2.5591
H -2.5253 2.7220 1.6391
H -4.0838 0.2612 -0.1455
H -4.0443 -1.4510 0.3641
H -4.4381 -1.0129 -1.3067
*
```

***

ORCA calculation (ωB97M-V/def2-TZVPD) on a structure of composition C25H25N7O9S2Yb in a non-equilibrium geometry.

- HOMO level (spin up / spin down) (eV) = -5.76 / -5.76
- HOMO-LUMO gap (spin up / spin down) (eV) = 7.9 / 7.9
- LUMO level (spin up / spin down) (eV) = 2.12 / 2.12
- M (g mol⁻¹) = 804.69
- relative energy (zero: lowest compared OMol25 entry of this formula, charge and spin) (kJ/mol) = 137.9
- strongest force on any atom (eV/Å) = 2.8

The geometry in ORCA input format:
```
! RIJCOSX wB97M-V def2-TZVPD def2/J DEFGRID3
* xyz -1 2
Yb -1.2411 1.7086 0.1420
O -4.9204 2.3298 -1.7429
C -3.7957 1.9486 -1.4646
O -3.1360 2.2459 -0.4234
C -3.1018 0.9723 -2.4848
C -2.5285 -0.2918 -1.8169
C -2.2518 -1.3498 -2.9006
C -0.9822 -0.7760 -3.5582
C -0.7767 0.5088 -2.7354
O -1.2037 0.1009 -1.4333
C -1.8239 1.5585 -3.1383
C -1.4589 2.9705 -2.5615
O -1.8253 3.9655 -3.1700
O -0.7448 2.9537 -1.5162
H -3.8634 0.7332 -3.2336
H -3.0828 -0.6515 -0.9475
H -3.0836 -1.4438 -3.5956
H -2.0647 -2.3199 -2.4402
H -1.1040 -0.5767 -4.6221
H -0.1332 -1.4485 -3.4272
H 0.2506 0.8810 -2.6996
H -1.9256 1.6556 -4.2217
N -0.5479 5.8825 1.4194
C -1.0607 4.9866 0.5587
N -1.2100 3.8429 1.1818
C -0.7552 4.0747 2.4432
N -0.3558 5.3184 2.6155
C -0.6939 2.9921 3.4116
C -0.6581 3.2063 4.7890
N -0.5829 2.2029 5.6463
C -0.5427 0.9817 5.1369
C -0.5780 0.7543 3.7669
N -0.6547 1.7544 2.8975
H -0.2465 6.8317 1.2643
H -1.3094 5.1579 -0.4723
H -0.6811 4.2070 5.1966
H -0.4903 0.1707 5.8479
H -0.5381 -0.2458 3.3587
C 4.6616 -4.6846 -2.8562
C 3.5872 -4.3297 -1.8733
C 2.4538 -3.6340 -2.2754
C 1.4645 -3.3088 -1.3645
C 1.6073 -3.6824 -0.0461
C 2.7184 -4.3854 0.3757
C 3.7053 -4.7078 -0.5386
S 0.4007 -3.1136 1.1395
O 0.1379 -4.1495 2.0984
O -0.7052 -2.5356 0.4311
N 1.3406 -1.9466 1.8913
C 1.4276 -0.7471 1.0730
C 2.2655 0.3513 1.6993
C 2.0148 1.7276 0.9831
O 2.8852 2.5787 1.0773
O 0.9065 1.8263 0.3827
H 4.4403 -4.2659 -3.8341
H 4.7405 -5.7669 -2.9560
H 5.6277 -4.3108 -2.5189
H 2.3559 -3.3340 -3.3067
H 0.5789 -2.7588 -1.6349
H 2.8005 -4.6619 1.4136
H 4.5864 -5.2463 -0.2172
H 0.9756 -1.7538 2.8152
H 0.4130 -0.3610 0.8549
H 1.8776 -1.0541 0.1247
H 3.3302 0.1215 1.6622
H 1.9971 0.4976 2.7488
S -3.6023 -0.3172 3.8023
C -2.9300 -0.0286 2.3921
N -2.3605 0.1890 1.3861
*
```

***

ORCA calculation (ωB97M-V/def2-TZVPD) on a structure of composition C25H26AuClIN3O4Se2.

- HOMO level (spin up / spin down) (eV) = -6.98 / -7.15
- HOMO-LUMO gap (spin up / spin down) (eV) = 7.3 / 5.0
- LUMO level (spin up / spin down) (eV) = 0.27 / -2.16
- M (g mol⁻¹) = 949.74
- relative energy (zero: lowest compared OMol25 entry of this formula, charge and spin) (kJ/mol) = 3.2
- strongest force on any atom (eV/Å) = 0.7

The geometry in ORCA input format:
```
! RIJCOSX wB97M-V def2-TZVPD def2/J DEFGRID3
* xyz 0 3
Au -0.7817 1.4843 -1.0733
Cl 3.1049 7.4039 -1.7256
C 2.5728 5.7676 -1.4542
C 3.5003 4.7828 -1.2521
C 3.1010 3.4569 -1.0577
I 4.5301 1.9625 -0.7666
C 1.7655 3.0550 -1.0756
O 1.3966 1.8312 -0.9509
C 0.8022 4.1234 -1.2311
N -0.5067 3.7731 -1.1635
C -1.4448 4.6754 -1.3049
C -1.1446 6.0261 -1.5438
C 0.1625 6.4167 -1.6138
C 1.1937 5.4666 -1.4411
H 4.5520 5.0337 -1.2493
H -2.4691 4.3284 -1.2326
H -1.9474 6.7394 -1.6670
H 0.4224 7.4488 -1.8048
O -3.8564 -3.8029 -0.6586
C -4.3346 -2.5391 -1.1253
C -3.3039 -1.4390 -0.8328
C -3.1293 -1.2820 0.6879
O -2.4860 -2.3848 1.3078
C -3.9098 -0.1687 -1.4570
Se -3.2679 1.5802 -0.8423
C -1.9694 -1.8718 -1.4798
Se -1.0138 -0.5810 -2.5824
H -4.5255 -4.4741 -0.8236
H -5.2726 -2.2796 -0.6242
H -4.5199 -2.5857 -2.2053
H -4.1185 -1.1020 1.1305
H -2.5082 -0.4134 0.8916
H -2.9011 -3.1914 0.9772
H -4.9808 -0.1314 -1.2487
H -3.7904 -0.2062 -2.5411
H -2.1200 -2.7239 -2.1400
H -1.2540 -2.1677 -0.7118
C 3.1432 -2.5085 2.7657
N 1.7791 -2.0225 2.6999
N 1.3524 -1.3759 1.5439
C 0.3316 -0.4908 1.8562
O -0.3395 0.1242 1.0303
C 0.2364 -0.5245 3.2916
C 1.1294 -1.4373 3.7486
C 1.4598 -1.8364 5.1443
C 1.6016 -1.9426 0.2729
C 1.3780 -3.2973 0.0542
C 1.6351 -3.8364 -1.1979
C 2.0968 -3.0256 -2.2260
C 2.3048 -1.6702 -1.9991
C 2.0633 -1.1203 -0.7451
H 3.4384 -2.8719 1.7852
H 3.1932 -3.3347 3.4715
H 3.8423 -1.7244 3.0725
H -0.4666 0.0500 3.8681
H 0.7422 -1.3945 5.8307
H 2.4585 -1.4976 5.4262
H 1.4237 -2.9208 5.2550
H 0.9964 -3.9148 0.8574
H 1.4643 -4.8908 -1.3723
H 2.2928 -3.4493 -3.2023
H 2.6701 -1.0339 -2.7947
H 2.2248 -0.0645 -0.5507
*
```